A cluster of 3 separate species, C10H14Cl2F6O4 in total at a distorted geometry. Source: the OMol25 dataset; level of theory: ωB97M-V/def2-TZVPD.

XYZ file:
```
36
Properties=species:S:1:pos:R:3
C 8.16 23.97 -3.14
C 7.02 24.47 -4.06
O 7.55 25.09 -5.20
C 6.79 25.50 -6.23
O 5.57 25.55 -6.25
C 7.63 26.02 -7.48
F 8.95 25.74 -7.43
F 7.16 25.49 -8.60
F 7.58 27.27 -7.58
H 7.68 23.71 -2.19
H 8.88 24.74 -2.87
H 8.81 23.16 -3.49
H 6.44 25.27 -3.61
H 6.19 23.76 -4.18
C 6.83 21.95 -1.39
C 5.82 22.77 -0.66
O 5.54 24.00 -1.36
C 4.68 24.14 -2.46
O 4.36 23.12 -3.11
C 4.15 25.56 -2.83
F 4.89 26.48 -2.27
F 4.25 25.74 -4.16
F 2.92 25.71 -2.36
H 7.21 21.11 -0.81
H 7.58 22.67 -1.71
H 6.27 21.61 -2.25
H 6.24 23.08 0.30
H 4.89 22.24 -0.46
Cl 7.99 26.88 -3.70
C 9.14 27.46 -5.00
C 10.25 26.41 -5.16
Cl 11.20 25.95 -3.72
H 9.53 28.43 -4.71
H 8.61 27.58 -5.95
H 11.05 26.60 -5.88
H 9.91 25.40 -5.40
```

The lowest unoccupied orbital energy is 0.0153 hartree. The SMILES is CCOC(=O)C(F)(F)F.CCOC(=O)C(F)(F)F.ClCCCl. The largest force on an atom is 0.108 hartree/bohr.

***

The molecule C16H21N2O3P at a distorted geometry. Source: the OMol25 dataset; level of theory: ωB97M-V/def2-TZVPD.

XYZ file:
```
43
Properties=species:S:1:pos:R:3
C 1.67 -3.79 0.85
C 1.96 -2.32 0.47
O 0.89 -2.04 -0.65
P -0.54 -1.20 0.02
O -0.72 -1.14 1.59
O -1.67 -1.95 -0.86
C -2.34 -2.99 -0.10
C -3.74 -3.04 -0.31
C -0.44 0.48 -1.23
N 0.73 0.80 -1.52
C 1.79 0.82 -0.86
C 1.55 1.16 0.75
C 2.77 1.27 1.48
C 3.99 1.08 1.09
C 4.22 0.98 -0.68
C 3.21 0.73 -1.28
C -1.27 1.52 -0.47
C -2.51 1.08 0.16
C -3.20 2.17 0.80
C -2.60 3.72 0.74
N -1.49 3.80 -0.11
C -0.87 2.82 -0.25
H 2.32 -4.16 1.57
H 1.71 -4.53 -0.10
H 0.61 -4.00 1.30
H 1.85 -1.63 1.36
H 2.85 -2.15 0.02
H -2.08 -2.78 1.10
H -1.86 -3.99 -0.44
H -4.01 -2.89 -1.35
H -4.37 -3.73 0.11
H -4.20 -2.25 -0.07
H -1.23 -0.01 -1.99
H 0.98 0.31 -2.65
H 0.69 1.29 0.97
H 2.66 1.29 2.55
H 4.83 1.07 1.68
H 5.26 0.88 -0.89
H 3.28 0.35 -2.33
H -2.99 0.26 0.45
H -4.01 1.98 1.48
H -3.25 4.49 1.26
H 0.03 3.12 -1.01
```

The lowest unoccupied orbital energy is 0.0022 hartree. The SMILES is CCOP(=O)(OCC)[C@H](Nc1ccccc1)c1cccnc1. The largest force on an atom is 0.325 hartree/bohr. The calculation puts the energy above the lowest of the compared OMol25 structures with the same formula, charge and spin at 332.3 kcal/mol.

***

The molecule C5H3NO2 at a distorted geometry. Source: the OMol25 dataset; level of theory: ωB97M-V/def2-TZVPD.

XYZ file:
```
11
Properties=species:S:1:pos:R:3
C 1.77 -0.06 0.07
C 1.18 1.03 0.11
C -0.20 0.70 -0.03
N -1.34 1.35 -0.12
O -2.27 0.19 0.03
C -1.71 -1.03 0.04
C -0.31 -0.76 -0.10
O 0.79 -1.30 -0.15
H 2.83 -0.29 0.12
H 1.57 2.01 -0.29
H -2.30 -1.84 0.32
```

The lowest unoccupied orbital energy is 0.0181 hartree. The SMILES is c1cc2nocc2o1. The largest force on an atom is 0.176 hartree/bohr. The calculation puts the energy above the lowest of the compared OMol25 structures with the same formula, charge and spin at 90.2 kcal/mol.

***

A structure of composition C26H29N5O6PPdS3 at a distorted geometry. Source: the OMol25 dataset; level of theory: ωB97M-V/def2-TZVPD.

XYZ file:
```
71
Properties=species:S:1:pos:R:3
Pd -1.37 -0.23 0.82
N -1.10 -3.61 3.63
C -1.18 -2.45 2.92
S -1.45 -2.53 1.20
N -1.02 -1.25 3.62
N -0.96 -0.21 2.78
C -0.61 1.00 3.28
C -0.08 1.10 4.60
C -0.61 2.14 5.36
C -0.19 2.33 6.67
C 0.74 1.49 7.26
C 1.23 0.38 6.51
C 0.81 0.24 5.19
C -0.65 2.05 2.31
C -0.11 3.35 2.57
C -0.09 4.31 1.60
C -0.58 3.88 0.30
C -1.19 2.71 0.14
N -1.15 1.73 1.06
H -0.92 -4.47 3.06
H -0.66 -3.56 4.58
H -1.40 2.71 4.92
H -0.65 3.14 7.27
H 1.11 1.61 8.29
H 1.85 -0.37 6.96
H 1.18 -0.63 4.60
H 0.20 3.50 3.61
H 0.35 5.29 1.88
H -0.52 4.58 -0.59
H -1.69 2.40 -0.78
O -2.81 -0.41 -0.86
C -2.84 -0.23 -2.09
C -3.02 -1.29 -3.10
C -3.53 -0.91 -4.33
C -3.86 -1.87 -5.32
C -3.63 -3.22 -5.14
C -3.09 -3.65 -3.90
C -2.70 -2.76 -2.84
O -2.08 -3.18 -1.85
N -4.61 -1.46 -6.47
O -4.80 -0.22 -6.65
O -5.09 -2.46 -7.07
H -3.02 0.77 -2.57
H -3.73 0.14 -4.60
H -3.76 -3.88 -5.99
H -2.95 -4.66 -3.63
C 1.72 -3.61 -2.44
C 2.67 -2.42 -2.55
C 3.59 -2.25 -1.41
O 1.84 -1.21 -2.81
P 1.63 0.10 -1.81
S 0.27 1.14 -2.77
S 1.26 -0.67 0.01
O 3.04 0.89 -1.77
C 3.41 2.18 -1.20
C 2.87 3.26 -2.14
C 3.05 2.30 0.26
H 2.22 -4.40 -1.84
H 1.47 -4.00 -3.47
H 0.85 -3.28 -1.83
H 3.18 -2.54 -3.51
H 2.99 -2.44 -0.47
H 3.95 -1.24 -1.29
H 4.46 -2.92 -1.40
H 4.52 2.30 -1.34
H 1.84 3.04 -2.57
H 3.56 3.32 -2.95
H 2.95 4.23 -1.69
H 1.98 2.42 0.42
H 3.62 3.13 0.64
H 3.27 1.36 0.75
```

The multiplicity is 5. The charge is +1. The lowest unoccupied orbital energy (spin up / spin down) is -0.1581 / -0.2162 hartree. The largest force on an atom is 0.086 hartree/bohr. The calculation puts the energy above the lowest of the compared OMol25 structures with the same formula, charge and spin at 27.7 kcal/mol.

***

The molecule C3H2N4O at a distorted geometry. Source: the OMol25 dataset; level of theory: ωB97M-V/def2-TZVPD.

XYZ file:
```
10
Properties=species:S:1:pos:R:3
O 0.90 -0.92 1.84
C 0.94 -0.33 0.74
C 0.56 -0.97 -0.59
C -0.53 -0.31 -1.01
N -1.40 0.56 -0.31
N -1.28 1.16 0.81
N -0.04 1.84 0.86
N 0.91 1.18 0.80
H 1.18 -1.86 -1.17
H -1.23 -0.34 -1.97
```

The lowest unoccupied orbital energy is -0.0592 hartree. The SMILES is O=c1ccnnnn1. The largest force on an atom is 0.145 hartree/bohr. The calculation puts the energy above the lowest of the compared OMol25 structures with the same formula, charge and spin at 110.8 kcal/mol.

***

A cluster of 12 separate species, C12H48N20O12 in total at a distorted geometry. Source: the OMol25 dataset; level of theory: ωB97M-V/def2-TZVPD.

XYZ file:
```
92
Properties=species:S:1:pos:R:3
N 39.91 3.84 -0.07
C 40.15 2.81 -0.87
N 40.05 1.63 -0.27
O 40.34 2.94 -2.06
H 39.95 4.77 -0.46
H 39.96 3.83 0.94
H 40.32 0.89 -0.90
H 40.05 1.55 0.74
N 42.86 3.32 -5.10
C 43.23 2.40 -4.27
N 44.50 2.32 -4.21
O 42.41 1.80 -3.56
H 43.55 3.89 -5.57
H 41.87 3.43 -5.26
H 44.91 1.79 -3.45
H 45.01 2.77 -4.95
N 41.38 5.44 -2.76
C 40.97 6.55 -2.21
N 41.48 7.55 -2.87
O 40.24 6.48 -1.27
H 41.97 5.62 -3.56
H 40.94 4.58 -2.47
H 41.21 8.50 -2.65
H 42.19 7.38 -3.57
N 40.64 -2.40 4.16
C 39.75 -1.51 3.76
N 40.19 -0.31 3.53
O 38.56 -1.75 3.71
H 40.42 -3.36 4.36
H 41.60 -2.08 4.15
H 41.17 -0.09 3.49
H 39.54 0.44 3.35
N 36.81 2.32 2.56
C 37.92 2.57 3.14
N 37.60 3.33 4.19
O 38.99 2.26 2.78
H 35.93 2.51 3.02
H 36.95 1.80 1.71
H 36.64 3.48 4.47
H 38.36 3.68 4.76
N 36.87 4.88 0.83
C 35.77 5.47 0.47
N 34.99 4.66 -0.23
O 35.41 6.61 0.66
H 36.89 3.92 0.51
H 37.70 5.41 1.00
H 34.14 5.12 -0.52
H 35.24 3.73 -0.52
N 38.03 5.11 -3.13
C 36.74 5.09 -3.35
N 36.17 3.93 -3.22
O 36.23 6.12 -3.83
H 38.54 4.24 -3.24
H 38.50 6.00 -3.04
H 35.21 3.88 -3.51
H 36.60 3.06 -2.96
N 40.27 7.67 3.03
C 40.04 6.78 2.17
N 39.12 7.17 1.33
O 40.59 5.67 2.07
H 41.04 7.39 3.61
H 40.02 8.65 2.96
H 39.11 6.45 0.62
H 38.28 7.48 1.78
N 43.06 0.09 -1.19
C 42.39 -0.95 -1.57
N 41.81 -0.74 -2.75
O 42.37 -2.01 -1.01
H 43.44 0.02 -0.25
H 43.02 0.97 -1.70
H 41.99 0.14 -3.21
H 41.13 -1.30 -3.25
N 39.52 0.87 -4.32
C 39.03 1.76 -5.14
N 38.33 1.19 -6.03
O 39.17 2.98 -5.10
H 40.22 1.26 -3.71
H 39.33 -0.12 -4.39
H 37.93 1.79 -6.74
H 38.02 0.24 -5.91
C 43.88 3.47 0.01
O 44.72 4.48 -0.47
H 43.06 3.29 -0.69
H 44.33 2.49 0.19
H 43.41 3.70 0.97
H 45.50 3.99 -0.74
C 42.07 3.23 3.54
O 42.68 4.46 3.52
H 42.19 2.75 4.51
H 40.98 3.19 3.54
H 42.53 2.55 2.83
H 42.21 5.00 2.87
```

The lowest unoccupied orbital energy is 0.0001 hartree. The SMILES is NC(N)=O.NC(N)=O.NC(N)=O.NC(N)=O.NC(N)=O.NC(N)=O.NC(N)=O.NC(N)=O.NC(N)=O.NC(N)=O.CO.CO. The largest force on an atom is 0.139 hartree/bohr. The calculation puts the energy above the lowest of the compared OMol25 structures with the same formula, charge and spin at 118.0 kcal/mol.